Entry 1:
{"formula": "C2H5NOS", "method": "ωB97M-V/def2-TZVPD", "e_homo_ev": -8.553, "de_lowest_kcal_mol": 60.9, "lumo_ev": 0.0, "smiles": "[H]/N=C/O.C=S", "fmax_ha_per_bohr": 0.06212, "gap_ev": 8.57, "species": ["C", "C", "N", "O", "S", "H", "H", "H", "H", "H"], "xyz": [[-1.334524, -0.190971, -0.448119], [1.741156, -0.211342, 0.469341], [-0.536668, 0.764870, -0.443124], [-1.719659, -0.673872, 0.756824], [2.485020, 0.361601, -0.781004], [-1.922810, -0.647959, -1.286360], [1.868123, 0.438503, 1.434310], [0.985945, -1.071545, 0.403301], [-0.302598, 1.236698, -1.391884], [-1.263984, -0.005979, 1.286712]], "forces_ev_per_a": [[-1.935, -0.502, -0.965], [-1.390, 0.287, 2.553], [0.691, 2.101, -2.305], [0.267, -0.019, -0.507], [1.327, 0.195, -1.716], [0.864, 0.258, 0.633], [-0.574, -1.874, -1.328], [1.434, 1.181, 0.555], [-0.620, -1.460, 2.045], [-0.064, -0.166, 1.036]], "lowdin_charge": [-0.388, -0.676, 0.041, 0.014, 0.597, 0.145, 0.044, 0.027, 0.102, 0.095]}

Entry 2:
{"formula": "C39H50N5SSb2W", "method": "ωB97M-V/def2-TZVPD", "charge": 1, "e_homo_ev": [-9.240, -9.238], "de_lowest_kcal_mol": 15.1, "lumo_ev": [-2.9, -3.0], "fmax_ha_per_bohr": 0.00825, "gap_ev": [6.36, 6.24], "species": ["W", "C", "C", "C", "N", "C", "C", "C", "C", "C", "C", "C", "N", "C", "C", "C", "N", "C", "C", "C", "C", "C", "C", "C", "N", "C", "C", "H", "H", "H", "H", "H", "H", "H", "H", "H", "H", "H", "H", "H", "H", "H", "H", "H", "H", "H", "H", "H", "H", "H", "H", "H", "H", "C", "Sb", "C", "C", "C", "C", "C", "C", "C", "C", "C", "Sb", "C", "C", "H", "H", "H", "H", "H", "H", "H", "H", "H", "H", "H", "H", "H", "H", "H", "H", "H", "H", "H", "H", "S", "C", "C", "C", "C", "C", "N", "H", "H", "H", "H"], "xyz": [[0.466094, -0.632340, -0.251229], [-2.881243, -2.323804, -1.115491], [-1.953260, -3.462559, -0.678633], [-0.583009, -3.590486, -1.341976], [0.327239, -2.435394, -1.449844], [1.351966, -2.607806, -2.254901], [1.610022, -3.829709, -2.949938], [2.290447, -4.054463, -4.118728], [2.965165, -3.143654, -4.936136], [3.298829, -1.863863, -4.577910], [3.103577, -1.207823, -3.357443], [2.341099, -1.541814, -2.245667], [2.316533, -0.800487, -1.095353], [3.507183, -0.014073, -0.781516], [3.227219, 1.420101, -0.354409], [2.017064, 2.103458, -0.950730], [0.726432, 1.431540, -0.731041], [-0.372944, 2.103152, -1.047870], [-0.429386, 3.494728, -1.269617], [-1.520173, 4.339796, -1.350571], [-2.878493, 4.054342, -1.343201], [-3.446149, 2.796994, -1.410131], [-2.825573, 1.557336, -1.486364], [-1.480170, 1.198411, -1.369346], [-1.065675, -0.080824, -1.556724], [-1.666512, -0.745040, -2.737224], [-2.659372, -1.916612, -2.565188], [-2.727457, -1.450861, -0.489329], [-3.910556, -2.645508, -0.950285], [-2.436623, -4.408103, -0.948357], [-1.868683, -3.484855, 0.403385], [-0.743193, -3.967748, -2.355108], [-0.055268, -4.380998, -0.797886], [1.156122, -4.708775, -2.517118], [2.264932, -5.079376, -4.471741], [3.300098, -3.497593, -5.902087], [3.859259, -1.293724, -5.309887], [3.602287, -0.249888, -3.304202], [4.197434, -0.009274, -1.621224], [4.045606, -0.524078, 0.024104], [4.097207, 2.031187, -0.603660], [3.142669, 1.499597, 0.718385], [2.149721, 2.214572, -2.034374], [2.012141, 3.107197, -0.519176], [0.521674, 4.002808, -1.315214], [-1.266093, 5.392512, -1.407384], [-3.554674, 4.899824, -1.339777], [-4.529015, 2.763546, -1.453952], [-3.499832, 0.719430, -1.629306], [-0.831385, -1.055967, -3.367901], [-2.169580, 0.045536, -3.293151], [-2.297105, -2.778887, -3.126036], [-3.596573, -1.636993, -3.049362], [3.447112, -1.103665, 2.734132], [1.752682, 0.138857, 2.344957], [0.608631, -0.222278, 4.117895], [2.790218, 1.949931, 3.072883], [2.591297, 3.353983, 2.581807], [3.584370, 3.928899, 1.784810], [3.523850, 5.246869, 1.361567], [2.461919, 6.038788, 1.769420], [1.488338, 5.495863, 2.590729], [1.525143, 4.161203, 2.995913], [0.411748, 3.638978, 3.837475], [-1.203614, 3.078022, 2.506257], [-2.598782, 2.613067, 4.080979], [-1.918919, 5.080463, 2.214303], [3.353255, -1.538504, 3.727906], [4.363965, -0.518173, 2.686686], [3.478335, -1.907817, 2.002025], [1.066649, 0.310782, 4.950666], [0.603697, -1.288868, 4.335007], [-0.417864, 0.118569, 3.991281], [3.836611, 1.682342, 2.917227], [2.615019, 1.879922, 4.149032], [4.449715, 3.331564, 1.523835], [4.317913, 5.660286, 0.753724], [2.408248, 7.079082, 1.476519], [0.676297, 6.121719, 2.942726], [0.030583, 4.404134, 4.512834], [0.689122, 2.765961, 4.428706], [-2.604805, 3.407527, 4.826212], [-2.321845, 1.675189, 4.561794], [-3.602548, 2.508243, 3.672036], [-2.025500, 5.597230, 3.167651], [-2.890045, 5.035940, 1.720517], [-1.230082, 5.626949, 1.571426], [0.628190, -2.626775, 1.483731], [-0.884024, -1.959222, 2.012678], [-1.692875, -2.424868, 3.044189], [-2.868491, -1.752936, 3.314200], [-3.198007, -0.626170, 2.562150], [-2.340475, -0.218046, 1.564769], [-1.205722, -0.873182, 1.280149], [-1.395369, -3.302084, 3.601632], [-3.527203, -2.098927, 4.099570], [-4.112207, -0.080608, 2.746063], [-2.562439, 0.636898, 0.941093]], "forces_ev_per_a": [[0.188, -0.265, 0.028], [0.084, -0.091, -0.068], [-0.042, 0.025, -0.021], [-0.094, -0.038, -0.043], [-0.059, 0.211, 0.363], [-0.022, -0.185, -0.068], [0.027, -0.037, -0.137], [-0.060, -0.032, 0.128], [0.051, 0.093, -0.036], [-0.001, -0.094, -0.049], [-0.026, 0.013, 0.062], [0.138, 0.099, -0.202], [-0.165, -0.094, -0.181], [0.010, 0.017, 0.009], [-0.037, -0.015, -0.054], [-0.044, 0.041, -0.018], [0.167, -0.053, 0.113], [-0.165, -0.072, 0.001], [-0.004, 0.022, 0.016], [0.096, -0.071, -0.004], [-0.109, -0.013, 0.029], [0.036, 0.054, 0.011], [0.025, -0.093, -0.170], [0.083, 0.145, 0.228], [0.012, 0.173, 0.000], [0.099, -0.107, -0.073], [-0.030, 0.066, 0.034], [-0.052, 0.002, 0.031], [-0.011, -0.004, -0.059], [-0.005, 0.017, 0.048], [0.050, 0.041, 0.054], [-0.001, 0.024, 0.004], [0.002, 0.003, -0.033], [0.003, 0.009, 0.013], [0.006, -0.005, 0.007], [0.004, -0.001, -0.001], [-0.004, 0.007, -0.003], [-0.012, -0.004, -0.001], [-0.018, -0.005, 0.037], [-0.018, -0.017, 0.007], [0.007, 0.009, -0.040], [0.080, -0.015, 0.189], [-0.023, 0.028, -0.011], [-0.063, -0.006, 0.017], [0.039, -0.010, 0.028], [0.003, 0.009, -0.020], [0.000, -0.005, -0.006], [-0.006, 0.021, 0.012], [0.020, -0.023, -0.016], [0.026, -0.056, 0.093], [0.039, 0.010, -0.065], [-0.032, 0.045, -0.098], [-0.061, 0.044, 0.141], [-0.022, 0.008, -0.041], [-0.234, 0.268, -0.018], [0.032, -0.002, -0.043], [0.019, -0.071, 0.063], [0.126, -0.047, -0.029], [0.028, -0.001, -0.028], [0.021, -0.086, 0.012], [-0.044, 0.010, 0.039], [-0.011, 0.067, -0.087], [-0.005, 0.050, 0.074], [-0.050, -0.086, 0.002], [-0.135, -0.075, 0.162], [0.049, 0.011, -0.027], [-0.030, -0.041, -0.094], [-0.018, 0.008, 0.005], [0.001, -0.007, -0.017], [0.018, 0.004, 0.018], [0.029, 0.008, -0.033], [0.023, 0.033, -0.029], [-0.026, 0.024, -0.005], [-0.022, -0.027, 0.007], [-0.006, 0.046, -0.009], [0.014, -0.013, -0.033], [-0.001, -0.011, -0.008], [-0.006, 0.004, 0.004], [0.023, 0.002, 0.002], [-0.041, 0.005, 0.008], [-0.010, 0.022, -0.025], [0.021, 0.021, -0.008], [-0.003, -0.009, -0.004], [-0.029, -0.005, -0.025], [0.028, -0.023, 0.009], [0.011, 0.002, 0.012], [-0.023, 0.005, 0.012], [-0.021, 0.140, -0.013], [0.265, 0.140, -0.193], [-0.130, 0.006, 0.088], [0.112, -0.038, -0.067], [-0.014, 0.019, 0.030], [-0.046, 0.043, -0.078], [-0.030, -0.264, 0.115], [0.012, -0.001, -0.005], [0.000, -0.002, 0.008], [0.008, 0.024, -0.015], [-0.012, 0.022, 0.036]], "lowdin_charge": [1.367, -0.188, -0.171, -0.242, -0.120, -0.239, 0.005, -0.054, -0.081, -0.063, -0.007, -0.208, -0.158, -0.207, -0.204, -0.192, -0.123, -0.267, -0.007, -0.070, -0.088, -0.055, -0.025, -0.251, -0.144, -0.178, -0.162, 0.060, 0.117, 0.124, 0.073, 0.108, 0.109, 0.104, 0.116, 0.108, 0.113, 0.103, 0.100, 0.108, 0.126, 0.005, 0.139, 0.101, 0.101, 0.117, 0.110, 0.115, 0.118, 0.110, 0.110, 0.103, 0.110, -0.298, 1.339, -0.282, -0.284, -0.268, -0.071, -0.081, -0.076, -0.061, -0.308, -0.321, 1.360, -0.330, -0.328, 0.020, 0.011, -0.012, 0.017, 0.011, -0.012, 0.052, 0.060, 0.109, 0.105, 0.106, 0.107, 0.073, 0.039, 0.009, -0.012, -0.002, 0.014, -0.002, -0.010, 0.655, -0.800, -0.089, -0.041, -0.058, -0.182, -0.151, 0.119, 0.117, 0.110, 0.072]}

Entry 3:
{"formula": "C37H38Cl5FeP2Se2Te", "method": "ωB97M-V/def2-TZVPD", "charge": 1, "e_homo_ev": [-10.433, -10.446], "de_lowest_kcal_mol": 6.7, "lumo_ev": [-2.4, -2.4], "fmax_ha_per_bohr": 0.01388, "gap_ev": [8.03, 8.03], "species": ["Fe", "Cl", "C", "C", "C", "Cl", "C", "Cl", "C", "Cl", "C", "Cl", "C", "Se", "C", "C", "Se", "C", "H", "H", "H", "H", "H", "H", "H", "H", "H", "H", "C", "P", "C", "C", "C", "C", "C", "C", "C", "C", "C", "C", "C", "C", "P", "C", "C", "C", "C", "C", "C", "C", "C", "C", "C", "C", "C", "H", "H", "H", "H", "H", "H", "H", "H", "H", "H", "H", "H", "H", "H", "H", "H", "H", "H", "H", "H", "H", "H", "C", "Te", "C", "H", "H", "H", "H", "H", "H"], "xyz": [[-0.817192, -1.627844, -1.403847], [-3.124596, -1.995942, -0.571942], [-3.098331, -2.874739, -2.108877], [-1.909507, -2.679183, -2.788211], [-1.895818, -3.232123, -4.061332], [-0.551014, -2.930987, -5.123021], [-2.972411, -3.972572, -4.568973], [-2.906386, -4.638796, -6.150521], [-4.120155, -4.168859, -3.798872], [-5.439946, -5.079831, -4.400074], [-4.200633, -3.587497, -2.531485], [-5.595750, -3.739170, -1.549425], [2.915624, -1.902451, -1.333153], [1.388637, -2.015870, -2.544842], [1.339289, -3.966963, -2.539461], [1.162272, -4.525483, -1.148001], [-0.462075, -3.829940, -0.327026], [0.255784, -3.779070, 1.473552], [3.564153, -2.744443, -1.567147], [2.631097, -1.926977, -0.283290], [3.454459, -0.985359, -1.550764], [2.265005, -4.325444, -2.990328], [0.518472, -4.238453, -3.196462], [1.989072, -4.247289, -0.496263], [1.091264, -5.612301, -1.165770], [0.528432, -4.793859, 1.753557], [-0.524741, -3.422322, 2.141912], [1.129066, -3.136987, 1.520917], [1.007662, -0.160687, 1.514255], [-0.222755, 0.090005, 0.175028], [0.387546, 1.642846, -0.580186], [1.554595, 1.553666, -1.336577], [2.106237, 2.671583, -1.943542], [1.488166, 3.906204, -1.805778], [0.331990, 4.009790, -1.046787], [-0.213816, 2.890073, -0.434795], [-1.816421, 0.437277, 0.988321], [-2.821820, 1.223507, 0.427208], [-4.066048, 1.313918, 1.033686], [-4.336309, 0.602871, 2.193871], [-3.358822, -0.217466, 2.737523], [-2.112645, -0.302153, 2.135381], [0.820706, 0.699298, 3.158529], [0.863983, 2.459709, 2.669476], [-0.272621, 3.223539, 2.918216], [-0.290818, 4.580657, 2.616081], [0.833233, 5.180978, 2.072460], [1.974273, 4.425417, 1.819946], [1.988281, 3.074115, 2.115735], [2.526465, 0.482297, 3.796433], [3.366847, -0.561472, 3.416083], [4.614935, -0.722682, 4.005940], [5.040166, 0.158692, 4.986116], [4.207118, 1.197729, 5.380472], [2.961796, 1.353255, 4.796554], [1.968216, 0.116849, 1.067739], [1.052573, -1.226725, 1.725397], [2.053988, 0.599842, -1.437840], [3.017927, 2.579112, -2.519721], [1.911658, 4.782578, -2.278801], [-0.143413, 4.972135, -0.907545], [-1.076545, 3.016569, 0.202445], [-2.658273, 1.743638, -0.506545], [-4.830524, 1.936331, 0.587176], [-5.307686, 0.677237, 2.664299], [-3.561292, -0.790129, 3.632864], [-1.366932, -0.951350, 2.577354], [-1.145134, 2.754972, 3.360572], [-1.176176, 5.167799, 2.824207], [0.827791, 6.241278, 1.853268], [2.854198, 4.895905, 1.400022], [2.888066, 2.495216, 1.937603], [3.063209, -1.270806, 2.655591], [5.252616, -1.540261, 3.695081], [6.012686, 0.036509, 5.443924], [4.529344, 1.888610, 6.148543], [2.323722, 2.169609, 5.116083], [-1.065523, 2.273125, -3.905937], [-1.363250, 0.288410, -3.210984], [-3.310537, 0.062710, -4.031343], [-1.112905, 2.186767, -4.987166], [-0.080512, 2.607916, -3.595129], [-1.828301, 2.945933, -3.524455], [-3.747619, 1.055554, -4.108739], [-3.916663, -0.546990, -3.367192], [-3.240705, -0.400556, -5.011271]], "forces_ev_per_a": [[0.504, 0.223, -0.199], [-0.018, -0.007, -0.117], [-0.012, 0.195, 0.245], [0.071, -0.202, 0.386], [-0.038, 0.060, -0.137], [0.022, -0.002, 0.013], [-0.013, -0.002, -0.023], [0.015, 0.003, 0.009], [-0.008, 0.056, 0.072], [-0.002, -0.014, -0.012], [0.025, -0.041, -0.109], [-0.005, 0.005, -0.004], [-0.027, -0.002, 0.042], [-0.120, 0.020, -0.034], [-0.001, -0.045, -0.002], [0.065, 0.036, -0.028], [-0.139, 0.030, 0.116], [-0.056, -0.084, 0.062], [0.035, 0.023, 0.020], [-0.065, 0.006, -0.026], [0.010, 0.025, 0.021], [0.016, 0.047, 0.003], [-0.003, -0.025, 0.010], [0.008, -0.030, 0.005], [-0.028, 0.003, -0.024], [-0.031, -0.001, 0.016], [0.015, 0.046, -0.008], [0.034, -0.023, 0.002], [0.114, 0.047, 0.013], [-0.211, -0.108, -0.112], [-0.103, 0.057, 0.005], [-0.009, -0.036, -0.039], [0.043, 0.034, 0.024], [0.002, -0.002, 0.010], [-0.013, -0.026, -0.023], [0.019, 0.034, 0.089], [0.065, -0.088, 0.142], [-0.011, -0.006, -0.086], [-0.002, 0.006, -0.002], [0.009, -0.001, 0.006], [-0.012, 0.020, -0.014], [-0.013, -0.004, 0.039], [0.009, -0.003, 0.029], [0.004, 0.045, 0.014], [-0.005, -0.004, 0.010], [-0.002, 0.005, 0.014], [0.006, 0.005, 0.019], [-0.006, 0.014, 0.013], [0.024, -0.014, 0.003], [0.016, -0.060, -0.051], [0.007, -0.010, 0.004], [-0.009, 0.020, 0.008], [0.007, -0.023, -0.013], [0.014, 0.008, 0.012], [-0.023, 0.030, 0.019], [-0.009, -0.036, -0.038], [-0.036, -0.020, 0.024], [0.007, -0.050, -0.050], [-0.005, -0.008, -0.002], [-0.001, -0.001, 0.004], [0.004, -0.005, -0.010], [-0.017, -0.036, -0.048], [0.054, 0.018, -0.005], [-0.004, -0.003, 0.006], [0.000, -0.001, -0.004], [-0.004, -0.001, -0.002], [-0.001, 0.023, -0.009], [0.004, -0.006, 0.001], [0.004, 0.003, -0.001], [0.004, -0.001, 0.000], [-0.003, -0.002, -0.002], [-0.004, -0.002, 0.004], [-0.006, 0.009, 0.000], [0.007, 0.004, 0.005], [-0.002, 0.001, 0.001], [-0.005, 0.001, -0.002], [-0.003, -0.004, -0.006], [-0.129, 0.159, 0.325], [0.003, -0.360, -0.616], [-0.038, 0.047, 0.005], [-0.006, 0.074, -0.004], [0.010, -0.040, 0.007], [0.007, 0.012, -0.006], [-0.020, -0.014, -0.024], [0.026, -0.007, 0.019], [-0.010, 0.005, 0.001]], "lowdin_charge": [-0.397, 0.787, -0.678, -0.414, -0.686, 0.684, -0.693, 0.711, -0.699, 0.720, -0.707, 0.727, -0.333, 0.947, -0.505, -0.476, 1.051, -0.332, 0.042, 0.017, 0.024, 0.087, 0.022, 0.059, 0.085, 0.043, 0.033, 0.003, -0.495, 0.969, -0.390, -0.125, -0.069, -0.077, -0.073, -0.099, -0.411, -0.131, -0.067, -0.067, -0.069, -0.160, 1.059, -0.404, -0.112, -0.079, -0.084, -0.076, -0.091, -0.396, -0.105, -0.082, -0.080, -0.072, -0.104, 0.051, -0.003, 0.057, 0.114, 0.114, 0.117, 0.093, 0.084, 0.112, 0.111, 0.113, 0.071, 0.101, 0.109, 0.110, 0.111, 0.115, 0.080, 0.104, 0.107, 0.109, 0.109, -0.370, 1.363, -0.355, 0.012, -0.016, 0.017, 0.013, 0.002, 0.016]}

- Which formula does entry 1 have?
  C2H5NOS